(1)
ORCA calculation (wB97M-V/def2-TZVPD) on C15H25NO6S as an isolated structure.

Energy relative to the best compared isomer or geometry (same formula, charge and spin) ... 1405.6 kJ/mol
Largest force on an atom ... 15.11 eV/A
Multiplicity ... 1
HOMO-LUMO gap ... 8.976 eV
HOMO energy ... -9.2 eV

Structure (XYZ):
```
48
Properties=species:S:1:pos:R:3:forces:R:3:lowdin_charge:R:1
C 5.575463 -0.083690 0.176511 4.58 4.07 -2.74 -0.008
C 4.497385 -0.606513 0.574384 -2.69 -1.79 2.51 -0.165
C 4.416886 -1.274299 1.884147 4.22 7.39 3.79 -0.171
H 5.425039 -0.968839 2.560794 -2.01 -0.37 -2.15 0.189
H 4.598703 -2.208820 1.882738 -0.25 -6.95 -0.15 0.047
O 3.479391 -0.760225 2.844350 -1.97 -1.20 0.19 0.024
C 2.303961 -1.415401 2.855349 6.23 -8.48 -10.85 -0.406
O 2.202527 -2.480414 1.917693 0.15 5.21 5.80 -0.072
C 1.249151 -0.739981 3.256895 -8.36 -1.04 0.50 -0.383
H 0.423501 -1.326336 3.733103 0.71 -0.32 -0.74 0.146
H 1.503645 -0.221250 4.031258 1.36 4.43 4.25 0.051
S 0.452115 0.229687 1.976582 3.63 6.36 3.54 1.075
C -0.291112 -0.785033 1.025727 -3.19 -11.27 2.72 -0.691
H 0.215780 -1.859140 0.986412 0.07 2.11 -0.15 0.162
H -1.251882 -1.244958 1.444140 0.48 0.75 0.63 0.148
C -0.714991 -0.485192 -0.219248 1.13 5.03 -9.28 -0.306
N -1.729216 0.690419 -0.262965 4.31 -7.91 3.72 0.182
C -1.582013 1.737677 -0.921731 0.30 4.39 -5.74 -0.613
O -0.620288 2.082142 -1.634596 -0.94 -0.34 1.82 0.050
O -2.814969 2.313372 -0.944638 0.96 2.25 -1.87 0.013
C -2.755761 3.705177 -1.656618 -4.89 -0.86 3.63 -0.492
C -1.955851 4.506422 -0.728958 1.88 4.04 -9.18 -0.022
H -2.209272 4.553689 0.203100 -2.02 0.70 5.25 0.027
H -0.951125 4.280087 -0.862889 1.99 -0.55 0.18 0.051
H -1.987240 5.582918 -1.504964 0.02 -2.22 3.21 0.191
C -2.574116 3.703335 -3.145013 4.23 1.73 1.66 -0.029
H -2.602083 4.807170 -3.459477 -0.61 -2.02 -0.23 0.125
H -1.547581 3.280797 -3.348979 -0.70 0.97 0.10 0.099
H -3.140127 2.915714 -3.460872 -2.48 -1.19 -1.79 0.056
C -4.353234 4.148071 -1.328633 3.42 -2.43 -4.68 0.014
H -4.508998 5.026102 -1.883501 -0.28 1.76 0.07 0.053
H -4.853331 3.419808 -1.970865 -0.58 -0.29 0.63 0.075
H -4.589874 4.085926 -0.342061 -0.67 0.10 2.65 0.040
H -2.601755 0.336079 -0.119285 -3.02 -0.58 0.62 0.126
C -1.080593 -1.630083 -1.155190 -6.30 -3.99 -2.94 -0.149
O -2.408017 -2.084692 -1.515169 8.44 3.53 2.95 -0.069
O 0.005549 -2.324190 -1.734548 -3.13 2.01 4.56 -0.037
C -0.455814 -3.649994 -2.067656 8.03 2.04 -7.60 -0.343
C -0.523112 -4.782750 -1.291327 -3.00 -2.83 7.57 -0.121
H 0.306114 -4.974920 -0.535010 -0.75 0.99 -0.88 0.104
H -1.539764 -4.491743 -0.594117 2.41 -1.49 -1.24 0.154
H -0.653465 -5.847221 -1.617044 -0.33 1.54 -0.94 0.102
H 0.668881 -3.775770 -2.796904 -3.04 -0.42 1.42 0.202
H -1.094327 -3.395236 -2.822658 -2.48 -0.64 -1.55 0.081
H 0.278371 -0.092966 -0.841495 -2.41 -0.33 1.18 0.220
H 3.607640 -0.657858 0.022313 -0.99 0.01 -1.14 0.101
H 5.618959 0.432461 -0.819806 -0.20 -0.81 0.76 0.080
H 6.518106 0.194122 0.730837 -1.28 -1.08 -0.10 0.091
```
Forces are in eV/Å.


(2)
ORCA calculation (wB97M-V/def2-TZVPD) on a single C5H3FOS molecule.

Energy relative to the best compared isomer or geometry (same formula, charge and spin) ... 213.8 kJ/mol
Largest force on an atom ... 0.67 eV/A
Multiplicity ... 1
HOMO-LUMO gap ... 8.052 eV
HOMO energy ... -9.5 eV
SMILES ... C#CC(=S)[C@@H](F)C=O

Structure (XYZ):
```
11
Properties=species:S:1:pos:R:3:forces:R:3:lowdin_charge:R:1
C 1.505775 -0.839668 -2.248293 -0.19 0.08 0.13 0.178
C 0.638125 -0.503287 -1.488674 -0.04 0.04 0.00 -0.149
C -0.397664 -0.117006 -0.586949 -0.17 0.10 -0.28 -0.738
S -1.735230 0.684744 -1.054811 0.34 -0.19 0.15 0.797
C -0.164762 -0.451983 0.869297 -0.16 0.33 0.03 -0.349
F 0.868945 -1.320203 1.026589 0.07 -0.24 0.09 0.032
C 0.149131 0.851358 1.643406 0.51 -0.39 0.19 -0.191
O 1.121989 0.956939 2.333331 -0.44 0.02 -0.28 0.106
H 2.263594 -1.131614 -2.932769 0.06 -0.02 -0.03 0.045
H -1.091992 -0.881549 1.276616 0.20 0.06 -0.01 0.157
H -0.587968 1.647093 1.494471 -0.18 0.23 0.00 0.113
```
Forces are in eV/Å.


(3)
ORCA calculation (wB97M-V/def2-TZVPD) on C5H7NO as an isolated structure.

Energy relative to the best compared isomer or geometry (same formula, charge and spin) ... 416.2 kJ/mol
Largest force on an atom ... 0.50 eV/A
Multiplicity ... 1
HOMO-LUMO gap ... 9.411 eV
HOMO energy ... -8.6 eV

Structure (XYZ):
```
14
Properties=species:S:1:pos:R:3:forces:R:3:lowdin_charge:R:1
C -1.313796 1.818310 -0.893456 0.09 -0.28 0.05 -0.052
N -1.085710 0.687482 -0.000006 0.48 -0.05 -0.03 0.037
C 0.099749 0.060586 0.148078 -0.43 0.03 -0.01 -0.477
O 1.178633 0.346407 -0.508112 -0.25 0.00 -0.08 -0.005
C 1.242349 -1.340080 -0.590928 0.38 0.12 0.30 0.066
C 1.744261 -1.524194 0.794086 -0.02 -0.14 0.01 -0.171
C 0.280435 -1.184517 0.778748 -0.25 -0.02 -0.06 -0.137
H -1.868618 2.598829 -0.360890 0.14 -0.13 -0.19 0.083
H -0.340970 2.198469 -1.207419 -0.17 0.01 0.00 0.087
H -1.874862 1.489529 -1.775002 0.10 0.20 0.09 0.088
H -1.859817 0.079924 0.199424 -0.26 0.18 0.25 0.139
H 2.443564 -0.830475 1.262326 -0.14 -0.11 -0.14 0.111
H 1.882127 -2.575073 1.037819 0.14 0.10 -0.04 0.106
H -0.527346 -1.825198 1.115330 0.19 0.08 -0.14 0.125
```
Forces are in eV/Å.


(4)
ORCA calculation (wB97M-V/def2-TZVPD) on C28H36As3Cl2F6HfNO4Sb as an isolated structure.

Energy relative to the best compared isomer or geometry (same formula, charge and spin) ... 0.0 kJ/mol
Net charge ... +2
Largest force on an atom ... 0.95 eV/A
Multiplicity ... 2
HOMO-LUMO gap (spin up / spin down) ... 7.370 / 4.924 eV
HOMO energy (spin up / spin down) ... -13.1 / -13.1 eV

Structure (XYZ):
```
82
Properties=species:S:1:pos:R:3:forces:R:3:mulliken_spin:R:1
Hf -0.398648 -0.182935 -0.051973 0.47 0.73 0.39 0.003
Cl -3.610519 0.319265 6.591109 0.00 -0.01 -0.01 0.000
C -2.719710 -0.062034 5.166635 -0.02 -0.02 0.02 0.000
C -2.540178 -1.407973 4.810722 0.00 -0.02 0.02 0.000
C -1.828851 -1.757040 3.687006 0.03 -0.03 0.02 0.001
Cl -1.590781 -3.413888 3.281940 -0.01 0.01 0.00 0.000
C -1.278602 -0.772820 2.846892 0.05 0.01 -0.02 -0.002
O -0.585296 -1.106405 1.788922 -0.15 0.03 -0.35 -0.001
C -1.470093 0.582530 3.218764 0.00 0.01 -0.03 0.000
C -0.902476 1.632710 2.451759 0.03 -0.02 0.01 0.001
O -0.333861 1.520396 1.338243 -0.20 -0.19 -0.09 0.000
C -2.182187 0.924425 4.391201 0.01 0.03 0.00 0.000
H -2.962716 -2.184879 5.434378 0.00 0.00 0.00 0.000
H -0.955424 2.643935 2.868637 0.01 0.00 0.00 0.000
H -2.304932 1.964750 4.665301 0.00 0.00 -0.01 0.000
C 0.475654 -4.316950 -0.725122 0.00 -0.01 0.00 0.000
As 1.141848 -2.514183 -0.965127 -0.12 0.12 0.01 0.001
C 1.247442 -2.374044 -2.898731 0.01 -0.03 -0.01 0.003
C 3.018330 -2.915471 -0.501705 -0.01 0.02 0.00 0.010
C 4.063143 -1.804692 -0.324533 0.02 0.00 0.03 -0.022
C 4.033685 -0.782444 -1.459424 0.02 -0.01 0.01 0.028
C 3.899796 -1.122480 1.045779 0.02 -0.05 -0.04 0.003
As 2.301598 -0.005313 1.317445 -0.25 0.02 -0.16 0.001
C 3.041470 1.761956 1.017158 0.01 0.01 0.00 0.001
C 2.221325 -0.097281 3.253169 0.01 0.01 0.02 0.002
C 5.469420 -2.469243 -0.241448 -0.04 0.03 -0.02 0.080
As 6.292843 -3.082743 -1.892429 0.03 0.00 0.01 0.812
C 5.243663 -4.155732 -3.092269 0.00 -0.01 0.01 0.023
C 7.184675 -1.680290 -2.851852 0.01 0.00 -0.01 0.030
H 1.218448 -5.035524 -1.070216 0.00 0.00 0.00 0.000
H -0.441394 -4.437710 -1.295737 0.00 0.00 0.01 0.000
H 0.257039 -4.481791 0.328268 -0.01 -0.01 0.00 0.000
H 1.845541 -3.189996 -3.305496 0.01 0.00 0.01 -0.001
H 1.667658 -1.410325 -3.183273 0.00 0.00 -0.02 -0.002
H 0.239946 -2.448900 -3.305008 0.00 0.01 0.00 0.001
H 3.309462 -3.593870 -1.307716 0.03 0.00 -0.01 -0.006
H 2.973632 -3.520134 0.408080 -0.01 0.00 0.01 0.001
H 3.094095 -0.229885 -1.484520 -0.02 0.01 0.02 0.000
H 4.130498 -1.263156 -2.438332 0.00 -0.01 -0.01 -0.029
H 4.843151 -0.055471 -1.353258 0.00 0.00 0.00 0.012
H 4.753066 -0.469530 1.244950 0.00 0.02 0.00 0.000
H 3.886847 -1.880469 1.833129 -0.01 0.00 0.00 -0.001
H 3.945598 1.912760 1.605435 0.00 -0.01 0.01 0.000
H 2.296631 2.504280 1.298951 0.00 0.01 -0.01 0.000
H 3.260251 1.881159 -0.042693 0.00 0.01 0.00 0.000
H 3.204256 0.070246 3.691423 0.00 0.00 0.00 0.000
H 1.847269 -1.076716 3.548501 0.00 0.00 0.01 0.000
H 1.538390 0.665336 3.624770 0.00 -0.01 0.01 0.000
H 5.468638 -3.322846 0.438309 -0.02 0.00 0.01 -0.008
H 6.205684 -1.753011 0.130628 0.01 -0.01 0.01 -0.004
H 4.852969 -5.020644 -2.561562 0.00 -0.01 -0.02 0.001
H 5.897800 -4.478455 -3.900477 -0.01 -0.01 0.00 -0.003
H 4.428761 -3.554225 -3.497328 0.00 0.03 0.00 0.035
H 7.736408 -1.063645 -2.146121 0.01 0.00 -0.01 0.000
H 6.442777 -1.078925 -3.378783 -0.02 -0.01 0.00 0.033
H 7.868551 -2.134558 -3.566412 0.01 0.03 0.00 -0.001
O 1.403400 1.348132 -3.386151 0.00 0.02 0.00 0.000
C 0.684793 1.299365 -2.425535 -0.04 -0.04 0.03 0.000
O 0.985789 0.645300 -1.311493 -0.09 -0.22 0.07 -0.003
C -0.663808 1.969224 -2.357214 0.16 -0.23 -0.15 0.000
C -1.088905 2.727071 -3.448979 -0.11 0.11 0.12 0.000
C -2.321940 3.309690 -3.369953 -0.01 0.01 0.00 0.000
C -3.089892 3.161783 -2.198081 0.00 0.01 -0.01 0.000
C -4.353826 3.788504 -2.064014 0.00 -0.01 0.00 0.000
C -5.074071 3.655528 -0.916738 0.01 0.00 0.00 0.000
C -4.552209 2.894031 0.151896 0.00 0.01 -0.01 0.000
C -3.343886 2.267921 0.049622 -0.02 0.02 0.04 0.000
C -2.581091 2.372087 -1.136202 0.03 -0.03 -0.04 0.000
N -1.368684 1.736836 -1.262712 -0.02 -0.09 0.05 0.000
H -0.439753 2.814558 -4.307076 0.00 0.02 0.00 0.000
H -2.719153 3.894398 -4.190380 0.01 0.00 0.00 0.000
H -4.728718 4.377119 -2.891361 0.00 0.00 0.00 0.000
H -6.038492 4.133153 -0.815179 0.00 0.00 0.00 0.000
H -5.123062 2.804050 1.066775 0.00 0.00 0.00 0.000
H -2.980073 1.685150 0.879917 0.00 0.02 0.00 0.000
F -2.604708 -0.403377 0.142329 0.10 -0.02 0.11 0.000
Sb -3.166011 -1.709861 -1.258032 -0.09 -0.11 -0.06 0.000
F -4.655328 -2.262220 -0.325646 -0.01 0.04 0.09 0.000
F -3.992810 -0.313654 -2.146053 0.04 0.07 0.00 0.000
F -3.209728 -2.887746 -2.678824 0.07 -0.04 -0.07 0.000
F -1.402276 -0.961343 -1.881390 0.16 -0.08 0.05 0.000
F -1.965153 -2.773726 -0.265987 -0.09 -0.12 -0.01 0.000
```
Forces are in eV/Å.